[1]
{"formula": "C40H96Br6Cl4O24P6", "method": "ωB97M-V/def2-TZVPD", "symbols": ["C", "C", "O", "P", "O", "O", "C", "C", "O", "C", "C", "H", "H", "H", "H", "H", "H", "H", "H", "H", "H", "H", "H", "H", "H", "H", "C", "C", "O", "P", "O", "O", "C", "C", "O", "C", "C", "H", "H", "H", "H", "H", "H", "H", "H", "H", "H", "H", "H", "H", "H", "H", "C", "C", "O", "P", "O", "O", "C", "C", "O", "C", "C", "H", "H", "H", "H", "H", "H", "H", "H", "H", "H", "H", "H", "H", "H", "H", "C", "C", "O", "P", "O", "O", "C", "C", "O", "C", "C", "H", "H", "H", "H", "H", "H", "H", "H", "H", "H", "H", "H", "H", "H", "H", "C", "C", "O", "P", "O", "O", "C", "C", "O", "C", "C", "H", "H", "H", "H", "H", "H", "H", "H", "H", "H", "H", "H", "H", "H", "H", "C", "C", "O", "P", "O", "O", "C", "C", "O", "C", "C", "H", "H", "H", "H", "H", "H", "H", "H", "H", "H", "H", "H", "H", "H", "H", "C", "Cl", "Cl", "H", "H", "C", "Cl", "Cl", "H", "H", "C", "Br", "Br", "Br", "H", "C", "Br", "Br", "Br", "H"], "positions_angstrom": [[9.56080, -7.15240, 3.06103], [8.11019, -7.10305, 3.51246], [7.74066, -5.77851, 3.73703], [7.13012, -5.00560, 2.42533], [8.02905, -4.88268, 1.23873], [6.52500, -3.65104, 3.04830], [7.43797, -2.91288, 3.84894], [7.39657, -3.19397, 5.38301], [5.80876, -5.86295, 2.11684], [4.63022, -5.70101, 2.93946], [3.85092, -7.05657, 3.15507], [10.26641, -7.09913, 3.89011], [9.76683, -8.14618, 2.66347], [9.90967, -6.38528, 2.36971], [7.54153, -7.52500, 2.68379], [7.93422, -7.73242, 4.38482], [8.45139, -2.92376, 3.44773], [7.24403, -1.84031, 3.83993], [7.27337, -2.22994, 5.87652], [6.52374, -3.79524, 5.63748], [8.28822, -3.71831, 5.72671], [4.90142, -5.29633, 3.91454], [4.00608, -4.99594, 2.39043], [4.48014, -7.93169, 3.31738], [3.19065, -6.97033, 4.01804], [3.14831, -7.28532, 2.35375], [1.92553, 3.94353, -4.78664], [3.32355, 3.72477, -4.14599], [3.36304, 4.45591, -2.92930], [3.23176, 3.62967, -1.54126], [4.28037, 2.56351, -1.42344], [3.33784, 4.82967, -0.42648], [2.47912, 5.94286, -0.48887], [3.36687, 7.03402, -1.19442], [1.68428, 3.10061, -1.52904], [1.26321, 2.13306, -0.50928], [1.38913, 0.69728, -1.06559], [1.72952, 4.90194, -5.26740], [1.94688, 3.21627, -5.59826], [1.19117, 3.66099, -4.03233], [3.42846, 2.64330, -4.05926], [4.11268, 4.12168, -4.78460], [1.60854, 5.81729, -1.13263], [2.15718, 6.35420, 0.46782], [2.72991, 7.90817, -1.32954], [4.21911, 7.30408, -0.57085], [3.77395, 6.67287, -2.13886], [1.77866, 2.21334, 0.44778], [0.18606, 2.21911, -0.36628], [0.90572, -0.06915, -0.45979], [0.93373, 0.60219, -2.05132], [2.42893, 0.41741, -1.23467], [2.25907, -1.14004, -4.97454], [1.72855, 0.25043, -5.34779], [0.46829, 0.53489, -4.70540], [-0.93448, 0.67233, -5.53861], [-1.41221, -0.57256, -6.22402], [-1.90467, 1.26707, -4.39079], [-1.52992, 2.46114, -3.73620], [-2.81334, 3.07476, -3.10001], [-0.52874, 1.95753, -6.46546], [-1.41492, 2.45567, -7.44598], [-1.59431, 3.99473, -7.41553], [2.32469, -1.16523, -3.88681], [1.55746, -1.93460, -5.22854], [3.18536, -1.42409, -5.47395], [2.49053, 0.93831, -4.98132], [1.69159, 0.43191, -6.42194], [-0.86952, 2.20507, -2.90771], [-1.01454, 3.18136, -4.37164], [-3.57489, 3.40935, -3.80443], [-3.27445, 2.28532, -2.50649], [-2.46682, 3.90599, -2.48595], [-0.97453, 2.07918, -8.36924], [-2.40921, 2.02069, -7.34454], [-2.00778, 4.23571, -6.43621], [-0.63490, 4.47924, -7.59690], [-2.28404, 4.38522, -8.16379], [-6.57435, -6.24725, -2.97602], [-6.01779, -6.70976, -1.62205], [-4.80467, -5.97616, -1.49090], [-3.31621, -6.71124, -1.58501], [-3.26575, -8.07601, -0.99734], [-3.06073, -6.70656, -3.17075], [-2.88004, -5.49068, -3.82371], [-1.33536, -5.40744, -4.12082], [-2.21975, -5.71227, -0.92912], [-2.26529, -5.31602, 0.41012], [-3.17503, -4.12004, 0.50344], [-5.70900, -6.35196, -3.63047], [-7.27923, -6.97683, -3.37471], [-6.96599, -5.23074, -2.93828], [-6.75917, -6.48821, -0.85434], [-5.93109, -7.78928, -1.49871], [-3.33742, -5.60938, -4.80595], [-3.39900, -4.71631, -3.25880], [-0.98941, -6.17117, -4.81734], [-1.10230, -4.47440, -4.63387], [-0.87021, -5.40272, -3.13507], [-2.44207, -6.14757, 1.09231], [-1.26686, -4.94013, 0.63360], [-2.88902, -3.34935, -0.21234], [-4.20362, -4.42634, 0.31297], [-3.02581, -3.70241, 1.49914], [-2.57194, 2.64883, 2.26365], [-2.36609, 1.85416, 0.91486], [-1.53432, 0.77203, 1.29381], [-1.98371, -0.75763, 0.99763], [-3.46059, -0.99319, 0.98502], [-1.23666, -1.56763, 2.15367], [0.20262, -1.58753, 2.32137], [0.74301, -2.94180, 2.06131], [-1.23293, -1.12460, -0.37731], [-1.78455, -0.88851, -1.63820], [-1.12932, -1.93710, -2.61279], [-3.03421, 3.59927, 1.99706], [-3.15826, 2.14502, 3.03209], [-1.56578, 2.88033, 2.61314], [-3.27007, 1.37888, 0.53403], [-1.98048, 2.49066, 0.11846], [0.59355, -0.92707, 1.54738], [0.47076, -1.21810, 3.31118], [0.82028, -3.15730, 0.99562], [1.79057, -3.01725, 2.35290], [0.14488, -3.71714, 2.54004], [-2.87418, -0.88959, -1.60956], [-1.54345, 0.13413, -1.92835], [-1.44181, -2.98124, -2.59741], [-1.34278, -1.65717, -3.64438], [-0.04678, -1.94554, -2.48576], [-0.23052, 5.39815, 3.92113], [-1.12550, 6.11556, 2.91775], [-2.16237, 6.75885, 3.53771], [-2.92266, 7.92624, 2.70816], [-2.02769, 9.00954, 2.25088], [-3.80195, 7.11913, 1.68575], [-4.80821, 6.17121, 2.11178], [-6.16273, 6.67611, 1.64755], [-4.07620, 8.40003, 3.80749], [-4.11175, 9.76002, 4.35711], [-4.98027, 10.71593, 3.60162], [0.44861, 6.11541, 4.38202], [0.34972, 4.59285, 3.47066], [-0.76188, 4.94312, 4.75701], [-0.55256, 6.77130, 2.26213], [-1.48430, 5.31275, 2.27365], [-4.56170, 5.19349, 1.69777], [-4.82613, 6.00511, 3.18890], [-6.88629, 6.12502, 2.24827], [-6.35202, 7.71235, 1.92770], [-6.33948, 6.47123, 0.59167], [-4.68181, 9.57850, 5.26826], [-3.25966, 10.35283, 4.68968], [-4.71650, 10.54493, 2.55793], [-6.00325, 10.33966, 3.60753], [-4.91694, 11.77858, 3.83583], [1.20164, -6.09566, 6.15985], [2.58744, -5.18758, 6.89162], [0.49305, -5.26654, 4.79134], [1.67994, -7.05291, 5.95249], [0.43021, -6.15397, 6.92770], [-6.10439, -1.32019, -1.59403], [-7.78945, -1.97341, -1.54549], [-4.87311, -2.42929, -2.17427], [-6.03888, -0.40806, -2.18719], [-5.87900, -1.03131, -0.56746], [-1.07456, 0.41501, 5.23881], [-0.70298, -0.85649, 6.73851], [0.57178, 1.32383, 4.62734], [-2.42144, 1.75576, 5.82208], [-1.61363, -0.14885, 4.47751], [4.51329, -0.27487, 1.00948], [6.06696, 0.39248, 1.99085], [2.96981, 0.19366, 2.08703], [4.42382, -2.23435, 0.75668], [4.40738, 0.26716, 0.06975]], "charge": 0, "orbital_gap_ev": 9.54, "max_force_ev_per_a": 3.5}

=====

[2]
{"formula": "C4H9NO2", "method": "ωB97M-V/def2-TZVPD", "symbols": ["C", "C", "N", "C", "C", "O", "O", "H", "H", "H", "H", "H", "H", "H", "H", "H"], "positions_angstrom": [[-0.37335, 2.30781, 0.67119], [1.59242, -1.12092, -1.18207], [-1.46602, 0.36248, -0.09286], [-0.43704, -0.58128, -0.09631], [-0.53055, -1.72595, 0.58054], [-1.14224, 1.69396, -0.34475], [0.57937, -0.18787, -0.90864], [-2.08778, 0.27272, 0.70702], [-0.90875, 2.30038, 1.62817], [-0.22898, 3.33334, 0.33948], [0.59838, 1.82068, 0.79235], [2.13726, -1.39829, -0.27308], [1.18553, -2.02371, -1.64719], [2.27019, -0.62657, -1.87545], [0.19494, -2.50944, 0.49895], [-1.38339, -1.91734, 1.20265]], "charge": 0, "orbital_gap_ev": 9.20, "max_force_ev_per_a": 0.9, "relative_energy_kcal_mol": 94.2}

=====

[3]
{"formula": "C22H19BNO7PPd", "method": "ωB97M-V/def2-TZVPD", "symbols": ["C", "C", "C", "C", "C", "C", "C", "C", "C", "C", "P", "N", "O", "O", "C", "C", "C", "O", "C", "C", "O", "B", "O", "O", "C", "C", "C", "C", "C", "O", "C", "C", "H", "H", "H", "H", "H", "H", "H", "H", "H", "H", "H", "H", "H", "H", "H", "H", "H", "H", "H", "Pd"], "positions_angstrom": [[-1.11635, 3.24013, -4.74532], [-1.52375, 2.55944, -3.45652], [-2.19086, 1.31325, -3.53784], [-2.57041, 0.70340, -2.36989], [-2.26830, 1.34244, -1.13440], [-2.69708, 0.67757, 0.16857], [-1.93532, -0.62011, 0.42655], [-2.32488, -1.80589, -0.28865], [-1.68885, -3.01328, -0.09053], [-0.62890, -3.15466, 0.80542], [0.10816, -4.84177, 0.90486], [-0.80445, -5.70392, 1.79559], [1.61930, -4.86994, 1.46518], [0.20681, -5.37763, -0.61738], [-0.24654, -1.96818, 1.53894], [-0.89083, -0.71474, 1.32767], [-0.32945, 0.46332, 2.13928], [-1.00383, 1.32099, 2.64609], [1.20490, 0.41255, 2.25218], [1.98902, 1.55948, 2.13482], [1.45295, 2.79879, 1.94792], [1.77201, 3.19138, 0.62671], [2.58241, 4.25782, 0.38864], [1.26748, 2.46770, -0.47637], [3.38731, 1.41739, 2.21332], [3.98771, 0.17312, 2.39661], [3.22940, -0.97963, 2.52873], [1.82784, -0.85259, 2.45196], [0.87562, -2.03527, 2.56846], [0.99542, -2.89864, 3.39850], [-1.59226, 2.58115, -1.06512], [-1.22303, 3.20478, -2.23375], [-0.44937, 2.58096, -5.32335], [-0.63067, 4.19244, -4.49982], [-1.99993, 3.47443, -5.36197], [-2.39736, 0.90738, -4.52785], [-3.09301, -0.24908, -2.43786], [-2.60476, 1.41226, 0.97253], [-3.76562, 0.42515, 0.08075], [-3.13974, -1.70687, -1.00456], [-2.03619, -3.88548, -0.64815], [-1.58712, -5.17329, 2.17346], [2.08123, -4.02597, 1.37549], [0.88389, -4.82422, -1.04453], [3.20902, 4.04358, -0.31474], [1.82640, 1.69362, -0.62099], [4.00469, 2.31500, 2.12178], [5.07371, 0.08140, 2.44503], [3.65933, -1.97032, 2.67715], [-1.40729, 3.01576, -0.08449], [-0.72503, 4.17037, -2.16776], [1.62660, -1.32554, 0.07960]], "charge": 2, "orbital_gap_ev": 2.77, "max_force_ev_per_a": 1.9}

=====

[4]
{"formula": "C10H16", "method": "ωB97M-V/def2-TZVPD", "symbols": ["C", "C", "C", "H", "H", "H", "H", "H", "H", "H", "H", "C", "C", "C", "C", "C", "C", "C", "H", "H", "H", "H", "H", "H", "H", "H"], "positions_angstrom": [[-1.36675, 1.90065, -1.94572], [0.01987, 2.52716, -1.65496], [-2.48094, 2.73423, -1.34474], [-1.53876, 1.57849, -2.95432], [-1.38547, 0.96695, -1.33510], [0.23187, 2.34522, -0.59571], [-2.53197, 2.69384, -0.26149], [-2.34847, 3.76801, -1.68058], [-0.06220, 3.60320, -1.83698], [0.81342, 2.09934, -2.27240], [-3.40723, 2.55296, -1.87642], [2.76429, -1.88960, -0.01482], [0.09567, -2.71336, 2.54301], [1.19280, -2.87711, 1.71426], [-0.84121, -1.69859, 2.32340], [1.53140, -1.84565, 0.78947], [-0.53205, -0.68008, 1.42862], [0.65089, -0.78966, 0.71381], [-0.02960, -3.51901, 3.26648], [1.92350, -3.65893, 1.58156], [-1.79589, -1.58601, 2.81761], [-1.29158, 0.04912, 1.17636], [3.53512, -1.25892, 0.48538], [2.67833, -1.39666, -0.97031], [0.89797, -0.05655, -0.05867], [3.27702, -2.84902, -0.03777]], "charge": 0, "orbital_gap_ev": 9.90, "max_force_ev_per_a": 3.0, "relative_energy_kcal_mol": 22.7}

=====

[5]
{"formula": "C5H7Cl", "method": "ωB97M-V/def2-TZVPD", "symbols": ["C", "C", "C", "C", "C", "H", "H", "H", "H", "H", "H", "H", "Cl"], "positions_angstrom": [[-0.52943, 0.44540, 0.14107], [-0.78275, 1.66864, -0.30001], [0.72444, 0.04454, 0.86277], [1.69152, -0.52728, -0.14130], [2.96188, -0.17144, -0.37177], [-0.17062, 2.48863, -0.00653], [-1.70848, 2.06135, -0.76976], [1.15801, 0.85775, 1.40168], [0.50120, -0.75446, 1.63546], [1.39465, -1.49979, -0.66449], [3.29524, 0.76023, 0.19363], [3.64871, -0.69465, -1.03450], [-1.91251, -0.70460, -0.11177]], "charge": 0, "orbital_gap_ev": 10.49, "max_force_ev_per_a": 2.8, "relative_energy_kcal_mol": 29.2}

=====

[6]
{"formula": "C3H7N2O", "method": "ωB97M-V/def2-TZVPD", "symbols": ["C", "C", "C", "N", "N", "O", "H", "H", "H", "H", "H", "H", "H"], "positions_angstrom": [[2.68942, 0.10617, 0.05129], [-1.66943, 0.52516, -0.57563], [-1.47882, -0.89914, -0.11744], [3.84551, -0.11606, -0.03960], [-1.10043, 0.19741, 0.75092], [1.53147, 0.11584, 0.18941], [-0.97174, 1.05544, -1.13590], [-2.62298, 1.10717, -0.77127], [-2.43330, -1.46749, 0.27397], [-0.68918, -1.57304, -0.64743], [4.56960, 0.24006, -0.59500], [-0.06004, 0.20850, 1.04827], [-1.61007, 0.49996, 1.56842]], "charge": 1, "orbital_gap_ev": 12.07, "max_force_ev_per_a": 3.2, "relative_energy_kcal_mol": 54.0}

=====

[7]
{"formula": "C4H4N2S", "method": "ωB97M-V/def2-TZVPD", "symbols": ["C", "C", "C", "C", "N", "N", "S", "H", "H", "H", "H"], "positions_angstrom": [[0.66462, -0.13285, -0.52376], [-0.85936, -0.19978, 0.15742], [1.71968, 0.53346, -0.07803], [-1.21690, 0.05181, 1.39700], [0.61207, -0.71474, -1.73631], [-0.52376, -0.89839, -2.15173], [-1.84398, -0.53739, -1.20784], [2.52407, 0.71096, -0.69940], [1.81833, 1.20602, 0.72319], [-2.23085, -0.08710, 1.71163], [-0.66391, 0.06800, 2.40783]], "charge": 0, "orbital_gap_ev": 8.30, "max_force_ev_per_a": 4.8, "relative_energy_kcal_mol": 83.7}

=====

[8]
{"formula": "C26H24N9S2Sn", "method": "ωB97M-V/def2-TZVPD", "symbols": ["Sn", "N", "C", "S", "N", "N", "C", "C", "C", "C", "C", "C", "N", "H", "H", "H", "H", "H", "H", "H", "C", "C", "N", "C", "C", "C", "C", "C", "C", "C", "C", "C", "N", "C", "H", "H", "H", "H", "H", "H", "H", "H", "N", "C", "C", "C", "C", "C", "C", "H", "H", "H", "H", "H", "N", "C", "N", "S", "H", "H", "H", "H"], "positions_angstrom": [[-0.79141, -1.15147, -0.35990], [2.16446, 0.43945, 3.58617], [1.42819, -0.20765, 2.61708], [-0.28747, -0.07526, 2.72992], [2.14371, -0.84218, 1.73879], [1.46464, -1.41829, 0.68507], [2.12434, -2.34577, 0.10048], [1.57852, -2.99401, -1.08653], [2.40587, -3.72295, -1.88909], [1.81547, -4.31856, -3.06464], [0.60345, -3.91933, -3.46988], [-0.06835, -2.77236, -2.75863], [0.26920, -2.76846, -1.34449], [1.67358, 0.62526, 4.44477], [3.12296, 0.14245, 3.65857], [3.11486, -2.61041, 0.46080], [3.43463, -3.89387, -1.60982], [2.33773, -5.11338, -3.58531], [0.10806, -4.38688, -4.31134], [-1.15738, -2.85110, -2.85779], [-2.84146, 3.57019, -0.65374], [-2.14435, 2.45030, -0.13026], [-1.54995, 1.56713, -0.89128], [-1.64172, 1.67273, -2.24737], [-2.35228, 2.72752, -2.85889], [-2.93439, 3.69223, -2.00098], [-2.47328, 2.81279, -4.26300], [-1.88761, 1.83358, -5.01423], [-1.18319, 0.76772, -4.43907], [-0.58508, -0.25334, -5.28350], [0.13090, -1.23730, -4.75658], [0.33870, -1.37150, -3.28409], [-0.34945, -0.36790, -2.45479], [-1.02505, 0.63845, -3.04645], [-3.25976, 4.30537, 0.01962], [-1.29019, 1.66478, 1.54513], [-3.45193, 4.53652, -2.44272], [-3.02190, 3.63015, -4.71032], [-1.96342, 1.86120, -6.09658], [-0.71865, -0.17216, -6.35708], [0.60948, -1.97994, -5.38379], [1.42142, -1.31849, -3.08454], [-2.02601, 2.30966, 1.25168], [-3.12762, 2.33967, 2.10941], [-2.89225, 2.26031, 3.48756], [-3.94711, 2.24561, 4.38025], [-5.26162, 2.33224, 3.93428], [-5.49921, 2.41059, 2.57225], [-4.45043, 2.40216, 1.66228], [-1.87141, 2.18289, 3.83451], [-3.73902, 2.16930, 5.43986], [-6.08390, 2.32510, 4.63702], [-6.51538, 2.45956, 2.20116], [-4.66476, 2.42880, 0.60215], [-4.18584, -1.33827, 1.39618], [-3.54600, -2.52309, 1.42165], [-2.63971, -2.68012, 2.41612], [-3.86538, -3.74622, 0.32695], [-3.85923, -0.55142, 1.93622], [-4.74996, -1.15241, 0.58479], [-2.16608, -1.86330, 2.78542], [-2.04141, -3.48311, 2.30599]], "charge": -1, "orbital_gap_ev": 6.40, "max_force_ev_per_a": 0.4, "relative_energy_kcal_mol": 0.0}